[1]
{
  "formula": "C4H13N2O2",
  "method": "ωB97M-V/def2-TZVPD",
  "species": ["O", "O", "N", "N", "C", "C", "C", "C", "H", "H", "H", "H", "H", "H", "H", "H", "H", "H", "H", "H", "H"],
  "coordinates": [[1.88, -1.76, -1.72], [2.85, -0.17, -0.08], [-2.55, 1.13, 2.51], [0.07, -0.29, -1.26], [-1.44, 1.07, 0.20], [0.54, -1.67, -1.48], [-1.51, 1.69, 1.61], [-0.27, 0.09, 0.07], [0.67, 0.41, -1.67], [-0.54, 1.49, 2.06], [2.35, -0.91, -0.67], [-1.75, 2.75, 1.57], [0.01, -2.09, -2.36], [-2.31, 0.18, 2.78], [0.57, 0.57, 0.60], [-0.48, -0.81, 0.63], [3.73, -0.18, -0.47], [-3.40, 1.10, 1.96], [-1.35, 1.88, -0.52], [0.20, -2.23, -0.59], [-2.38, 0.59, -0.08]],
  "gap_ev": 7.06,
  "charge": -1,
  "spin_multiplicity": 1
}



[2]
{
  "formula": "C11H12FN2O3",
  "method": "ωB97M-V/def2-TZVPD",
  "species": ["F", "O", "O", "O", "N", "N", "C", "C", "C", "C", "C", "C", "C", "C", "C", "C", "C", "H", "H", "H", "H", "H", "H", "H", "H", "H", "H", "H", "H"],
  "coordinates": [[2.94, 1.91, -0.17], [3.50, -2.14, -0.26], [-4.48, -0.49, -0.17], [-1.59, -3.25, 1.61], [-3.17, -1.48, 1.58], [0.66, 3.65, -0.34], [-1.67, 1.17, -0.59], [0.79, 0.46, -0.23], [-1.87, -2.13, 1.32], [-2.06, -0.03, 0.09], [-0.22, 1.40, -0.73], [-3.46, -0.64, 0.42], [2.09, -2.42, -0.28], [1.37, -1.79, 1.00], [0.23, 2.72, -1.44], [-1.08, -0.99, 0.64], [0.34, -0.76, 0.47], [-3.06, -0.83, 2.37], [1.67, -1.94, -1.21], [0.85, -2.63, 1.52], [1.85, -3.52, -0.35], [1.92, 0.65, -0.38], [1.04, 2.54, -2.18], [3.65, -1.51, -0.98], [0.92, 4.55, -0.73], [-2.44, 1.87, -0.96], [-0.65, 3.20, -1.95], [-0.19, 3.74, 0.24], [2.10, -1.33, 1.71]],
  "gap_ev": 7.26,
  "charge": -1,
  "spin_multiplicity": 1
}



[3]
{
  "formula": "C28H20F6MgN2O5S8",
  "method": "ωB97M-V/def2-TZVPD",
  "species": ["S", "S", "S", "S", "S", "S", "S", "S", "Mg", "F", "F", "F", "F", "F", "F", "O", "O", "O", "O", "O", "N", "N", "C", "C", "C", "C", "C", "C", "C", "C", "C", "C", "C", "C", "C", "C", "C", "C", "C", "C", "C", "C", "C", "C", "C", "C", "C", "C", "C", "C", "H", "H", "H", "H", "H", "H", "H", "H", "H", "H", "H", "H", "H", "H", "H", "H", "H", "H", "H", "H"],
  "coordinates": [[-1.61, -1.50, -3.87], [1.62, -0.20, 3.81], [-0.48, 1.65, 3.84], [-1.30, -1.21, 0.45], [2.72, -1.20, -1.07], [-2.75, -2.74, -1.61], [0.20, 0.34, -2.39], [-3.58, -3.72, -4.31], [0.42, 0.62, 0.62], [-1.55, 0.98, 6.16], [-2.09, -0.34, 4.53], [1.84, -1.16, 6.26], [-2.97, 1.63, 4.66], [2.09, -2.62, 4.68], [0.12, -1.90, 5.19], [1.06, -0.75, 2.61], [-0.83, 1.22, 2.51], [-0.52, 3.04, 4.18], [3.03, 0.04, 3.89], [2.16, -0.48, 0.12], [-1.00, 2.56, -0.33], [0.82, 1.00, 4.44], [-3.11, 1.48, -0.63], [-4.44, 1.93, -2.59], [1.79, 4.81, 0.14], [-2.13, 2.40, -1.07], [-1.84, 0.93, 4.86], [0.72, -4.10, -3.00], [-0.27, 4.22, -1.89], [1.54, -3.03, -2.72], [1.59, 2.45, 0.81], [-0.11, 3.45, -0.70], [-4.23, 1.24, -1.37], [1.39, -1.54, 5.06], [-0.92, -5.88, -2.32], [2.96, 4.96, 0.87], [2.79, 2.65, 1.52], [-1.37, 4.03, -2.67], [0.24, -4.36, -0.67], [1.72, -2.64, -1.40], [-2.69, -2.70, -3.31], [-1.57, -1.50, -1.24], [3.46, 3.86, 1.56], [4.10, -2.08, -0.31], [0.05, -4.77, -1.98], [-3.53, 2.84, -3.03], [-1.01, -0.90, -2.33], [1.07, -3.29, -0.37], [1.13, 3.58, 0.11], [-2.36, 3.11, -2.27], [0.53, -4.38, -4.03], [-1.72, -5.50, -2.95], [4.54, -2.75, -1.05], [3.46, 5.92, 0.91], [1.99, -2.44, -3.51], [1.15, -2.92, 0.65], [-1.37, -6.29, -1.41], [0.51, 4.90, -2.20], [-0.42, -6.69, -2.86], [-1.49, 4.57, -3.61], [-5.32, 1.71, -3.18], [3.74, -2.63, 0.56], [3.22, 1.82, 2.08], [4.82, -1.32, 0.00], [-0.31, -4.84, 0.13], [1.39, 5.67, -0.39], [-3.67, 3.37, -3.96], [4.38, 3.96, 2.14], [-2.91, 0.93, 0.29], [-4.95, 0.51, -1.04]],
  "gap_ev": 5.32,
  "charge": -2,
  "spin_multiplicity": 1
}



[4]
{
  "formula": "C22H17B2BrF4MoN7O6S2",
  "method": "ωB97M-V/def2-TZVPD",
  "species": ["Mo", "Br", "S", "S", "F", "F", "F", "F", "O", "O", "O", "O", "O", "O", "N", "N", "N", "N", "N", "N", "N", "C", "C", "C", "C", "C", "C", "C", "C", "C", "C", "C", "C", "C", "C", "C", "C", "C", "C", "C", "C", "C", "C", "B", "B", "H", "H", "H", "H", "H", "H", "H", "H", "H", "H", "H", "H", "H", "H", "H", "H", "H"],
  "coordinates": [[-0.50, -1.06, 0.14], [1.21, -3.10, 3.33], [-1.22, -2.21, -2.02], [0.80, -3.15, 0.21], [0.21, 0.91, 4.48], [1.11, 1.56, -2.67], [0.41, 0.20, -4.43], [0.76, 2.09, 2.55], [-1.17, 0.75, 2.63], [-0.96, 0.43, -2.57], [-2.45, -1.27, 0.07], [1.06, -0.24, 2.67], [-4.34, -0.82, 1.17], [1.16, -0.79, -2.47], [-0.68, -7.27, -5.40], [-1.17, 0.71, 1.28], [-1.20, -2.01, 2.22], [2.00, -8.42, -2.64], [1.24, -0.64, -1.13], [-1.03, 0.56, -1.24], [1.17, -0.38, 1.34], [-3.22, -1.23, 1.17], [-0.58, -2.53, 3.30], [-2.16, 2.67, -1.70], [0.46, -4.11, -1.18], [2.31, -0.09, 0.82], [-0.48, -3.71, -2.15], [1.10, -5.34, -1.33], [2.36, -0.26, -0.64], [-2.22, 2.92, 1.35], [-3.24, -1.96, 3.51], [-1.67, 1.72, 0.67], [-0.44, -6.59, -4.51], [0.81, -6.15, -2.41], [-2.52, -1.76, 2.37], [-1.25, -2.75, 4.51], [3.47, 0.38, 1.62], [-2.58, -2.45, 4.63], [-1.62, 1.62, -0.80], [3.58, -0.01, -1.44], [1.47, -7.41, -2.55], [-0.15, -5.75, -3.39], [-0.78, -4.54, -3.25], [0.24, 0.95, 3.13], [0.46, 0.41, -3.10], [-1.51, -4.22, -3.99], [3.98, -0.48, 2.05], [-3.10, -2.62, 5.56], [-0.68, -3.16, 5.33], [3.98, 0.98, -1.22], [-2.98, 3.20, -1.22], [-1.37, 3.38, -1.94], [4.17, 0.93, 1.01], [-1.82, 3.00, 2.36], [3.12, 1.01, 2.44], [1.82, -5.67, -0.60], [-2.49, 2.22, -2.64], [3.37, -0.08, -2.50], [-1.98, 3.82, 0.79], [-3.31, 2.83, 1.41], [4.35, -0.74, -1.16], [-4.30, -1.72, 3.51]],
  "s_squared": 2.0415,
  "gap_ev": [6.72, 5.61],
  "charge": 1,
  "spin_multiplicity": 3
}



[5]
{
  "formula": "C7H7NO",
  "method": "ωB97M-V/def2-TZVPD",
  "species": ["O", "N", "C", "C", "C", "C", "C", "C", "C", "H", "H", "H", "H", "H", "H", "H"],
  "coordinates": [[2.32, -0.95, 0.13], [-3.64, -0.41, 0.18], [1.36, 0.05, 0.53], [-0.34, -1.32, -0.07], [-0.50, 1.19, -0.19], [1.00, -0.91, -0.44], [0.98, 1.32, 0.02], [-2.52, -0.17, 0.12], [-1.07, -0.04, -0.15], [-0.84, -2.07, -0.69], [0.87, 2.07, 0.83], [-1.01, 2.06, -0.47], [1.68, 1.80, -0.78], [-0.40, -1.74, 0.89], [1.12, -0.30, 1.60], [0.99, -0.59, -1.51]],
  "gap_ev": 10.47,
  "smiles": "N#CC1=CC[C@@H]2O[C@H]2C1",
  "spin_multiplicity": 1
}



Number 1: E_tot -11433.95943 eV. Number 2: E_tot -23440.75023 eV. Number 3: E_tot -151015.42166 eV. Number 4: E_tot -151596.17921 eV. Number 5: E_tot -10905.39948 eV.